# 1
ORCA calculation (ωB97M-V with the def2-TZVPD basis set) on a structure of composition C39H81Cl3MgNO19PS2Si.

Structure (XYZ):
```
148
Properties=species:S:1:pos:R:3
H -0.21744 5.30784 -1.71663
H -11.71454 4.79104 3.93366
H -5.81064 4.28291 5.93977
H 8.14270 -3.12516 -6.64044
H 6.22526 0.55618 -2.21644
H -6.16651 0.84889 4.65805
H 6.49097 1.07990 -3.88544
H -6.23580 3.20057 1.57379
C 11.02726 -5.23801 -5.05083
H 1.89860 -1.39293 4.63831
C -11.09980 -0.92951 2.26352
H 17.59770 -2.60464 -5.74206
C -0.23246 5.18171 0.48684
H -12.13451 6.74726 -0.07624
H -2.31900 -8.77523 3.30875
C -11.95487 3.88532 3.38344
C -0.88629 1.45131 5.23514
O 19.03434 -1.85897 -7.81861
H 7.34142 -1.74122 -2.66272
H -11.66942 5.47339 -2.12937
C 5.64481 -0.91808 -3.69690
Cl 4.64012 3.10756 -1.09057
H -4.37125 5.01193 5.23866
C 7.64350 -1.09126 -6.08828
H -1.03495 3.89814 -1.04756
H 4.86146 1.03974 -3.22645
Mg 1.28331 -4.11088 2.84130
H -12.76565 0.02191 5.93728
H -11.55080 3.01282 3.89382
H -6.78370 1.48192 -1.69416
H -7.72929 -0.73470 0.02792
H -3.18470 -0.49542 1.20812
H -11.86548 -0.26426 1.84191
C 18.00424 -5.35124 -8.58327
O -9.82398 4.34707 1.94835
O -1.82430 0.83527 2.95618
O -8.73900 -1.17044 1.74752
O -3.58904 -0.00248 4.59549
H -1.30245 0.54294 5.67317
H -0.91813 -1.03840 4.30327
O 19.25572 -3.71847 -9.72790
H -14.02071 -1.18390 5.63159
H -11.34990 4.01263 -1.19556
H -4.16714 -1.29320 2.44224
C -6.52036 1.85464 4.41116
H -7.20714 1.73447 3.55904
O 16.43075 -4.92872 -5.42283
N 0.00091 -6.77241 2.60960
C -0.61715 -7.56366 3.15735
H 6.72003 -2.76090 -3.93842
C -11.59884 5.80277 -0.00212
C -7.65373 -0.53288 1.10732
C 8.03723 -1.19178 -4.61712
O 1.24080 3.34636 0.49650
O -6.10153 1.83613 -1.11394
S -11.19502 3.96026 1.79488
H -1.42252 2.34276 5.55946
H 11.75023 -5.72738 -4.39857
H -0.82030 -9.50119 3.92628
H -11.13388 -1.84964 1.66463
H 4.92499 -1.41451 -3.03577
H 12.86522 -4.60881 -7.08155
O -3.05903 4.85143 7.40904
H 19.47948 -1.91095 -8.68737
C 18.61551 -4.03608 -8.74674
C 1.01942 -1.94810 4.30985
H -9.51512 0.25388 3.09097
H 7.06082 -2.31154 -7.77310
H 6.80295 -0.40171 -6.21302
C -5.34376 4.58268 4.99434
H -0.43175 2.37387 3.32322
P -3.28524 1.02128 3.59863
H -13.43091 -1.58698 3.46885
H 6.43359 -2.89755 -6.23552
H -2.98716 4.25554 6.65632
C -9.74302 -0.23748 2.13410
H 8.48026 -0.65530 -6.63894
H 3.25660 2.22978 0.57756
H -13.02882 3.77802 3.25377
C -0.71242 1.39298 3.70395
H 0.12091 1.55410 5.65851
C -0.18836 4.57428 -0.91415
H -12.36143 -1.72904 5.90918
H -9.84011 0.54571 1.37016
C -5.42213 3.70664 2.09726
C 7.30028 -2.43680 -6.71620
H -6.28046 -0.83053 2.69014
H -13.02614 0.13577 3.60482
C -11.91676 4.94264 -1.20962
H -0.37672 -1.44197 2.68567
C 17.73073 -3.31790 -6.54332
H 10.93735 -5.77894 -5.99274
H 8.91273 -1.84285 -4.53063
H -5.51255 4.79376 2.09736
H 1.33853 0.66848 4.03417
O -11.39985 -1.18658 3.62908
C -12.96781 -0.93952 5.46038
H -1.64128 -8.23071 4.85768
O -12.02656 5.19641 1.23454
H -10.53378 6.03823 0.04755
C 4.13809 1.86968 0.06133
Si -5.19118 3.06739 3.86327
H 1.25395 -2.76637 3.56953
C 18.44307 -3.03557 -7.64228
H -6.02108 5.31386 4.54452
Cl 3.71250 0.35975 -0.76603
H -1.24975 5.30002 0.85023
H 5.20023 -0.92844 -4.69537
H 0.30254 6.13135 0.53802
H -4.49408 3.46848 1.55640
C -4.15303 -0.46474 1.71998
C 17.29713 -5.63119 -7.48370
O 10.64239 -2.98134 -6.39045
O -3.55057 2.49740 4.06579
H -7.13658 2.23343 5.23037
H 8.36358 -0.20633 -4.27145
C 13.08914 -3.98670 -6.21476
C 0.51874 4.15599 1.30712
O 0.53357 4.05256 2.50188
H 0.74609 0.50735 2.35647
O -11.55797 2.77998 1.06774
C 0.47206 0.43280 3.41502
C -6.33919 -1.10389 1.63139
C 1.10536 3.78004 -0.87269
H 10.05823 -5.20024 -4.55647
H -6.36476 -2.19790 1.53908
C -12.73961 -0.87215 3.94228
H -6.03565 1.19114 -0.39999
C -1.39779 -8.58076 3.85583
H 13.74526 -4.51908 -5.52531
O -4.30613 0.81371 2.35781
H 1.07510 2.91080 -1.52674
S 11.56309 -3.55121 -5.37288
C 5.82000 0.52260 -3.22994
H 16.27758 -6.76394 -6.42587
H -12.97450 4.67896 -1.22419
O -5.22510 -0.62202 0.85676
H 13.57522 -3.06890 -6.54011
H -2.66331 5.67339 7.09877
Cl 5.40391 1.58082 1.25809
H 18.14893 -6.07079 -9.37677
H -7.67753 0.54834 1.29688
O 16.72329 -6.82172 -7.29185
H 1.97638 4.38368 -1.13006
C 6.94574 -1.72025 -3.68457
H 0.55786 -2.44617 5.17090
C -0.04883 -1.01411 3.64145
C 17.10303 -4.62164 -6.39378
```

Frontier orbital gap: 0.0405 Eh
Highest occupied orbital energy: -11.6 eV
Total charge: +2

Löwdin atomic charge list, values in e, 99 entries: 0.125 0.077 0.038 0.051 0.053 0.028 0.075 0.030 -0.252 0.114 -0.174 0.136 -0.058 0.124 0.106 -0.115 -0.032 0.124 0.107 0.084 -0.273 0.593 0.009 -0.261 0.122 0.026 1.411 0.067 0.071 0.040 0.137 0.133 0.115 0.081 -0.283 -0.161 -0.122 -0.227 0.079 0.107 0.125 0.074 0.067 0.128 -0.138 0.025 0.082 0.109 -0.224 0.099 -0.246 -0.200 -0.224 -0.011 -0.055 0.562 0.081 0.059 0.106 0.135 0.083 0.068 -0.054 0.126 -0.311 -0.047 0.132 0.074 0.098 -0.154 0.113 0.351 0.121 0.063 0.003 -0.171 0.108 -0.019 0.078 -0.348 0.096 -0.140 0.076 0.114 -0.138 -0.108 0.125 0.113 -0.073 0.109 0.072 0.065 0.090 0.036 0.120 -0.145 -0.068 0.102 -0.258

# 2
ORCA calculation (ωB97M-V with the def2-TZVPD basis set) on the ion C4H12N4 with charge +2.

Structure (XYZ):
```
20
Properties=species:S:1:pos:R:3
C -0.27495 -0.22746 0.17170
H 3.74156 -0.41890 0.35469
C -2.54098 0.52637 0.15295
H -2.83217 1.41268 -0.45068
H -3.00437 -1.58918 0.51292
H 2.64779 -1.65524 0.28099
C 3.38014 0.51731 -0.15861
H 3.86279 0.58480 -1.22623
H -2.60072 -1.29316 -1.21894
N 1.22473 -0.33465 0.17432
H 3.85994 1.41268 0.46520
H -4.16830 -0.77962 -0.57121
N -1.09635 0.74566 0.25209
H -0.70925 1.62186 0.54433
C -3.03316 -0.78926 -0.29400
H 1.51337 1.56190 -0.49693
N 1.68649 -1.49031 0.43203
H -2.75702 0.74100 1.13006
N 1.95864 0.65062 -0.22767
H -0.85818 -1.19713 0.17296
```

Frontier orbital gap (alpha / beta): 0.3146 / 0.3146 Eh
Energy above the lowest of the compared OMol25 structures with the same formula, charge and spin: 132.60 kcal per mole
Highest occupied orbital energy (alpha / beta): -19.4 / -19.4 eV
Total charge: +2
SMILES string: [H]/N=[N+](/C=[NH+]/CC)NC

List of Löwdin charges in e, atom by atom: 0.130 0.102 -0.164 0.175 0.122 0.089 -0.018 0.161 0.123 -0.132 0.167 0.155 0.154 0.190 -0.077 0.212 0.291 0.125 0.018 0.177

# 3
ORCA calculation (ωB97M-V with the def2-TZVPD basis set) on a structure of composition C16H12N6O3S.

Structure (XYZ):
```
38
Properties=species:S:1:pos:R:3
C -2.47024 0.00506 -0.10238
H 1.30559 2.18115 -2.20166
H -3.25935 0.75605 1.78666
N 5.13074 2.62138 -1.97604
N -0.22684 0.02618 -2.41397
C -3.93261 -0.32415 5.43783
H -1.82062 -3.11420 2.23298
S -1.31666 -1.22224 -2.36356
H -4.48126 0.23155 6.24993
C -1.79378 -1.09037 -0.63082
C -1.57797 -2.25914 0.23594
O -2.44812 -0.67443 -3.16628
C 3.13507 1.26579 -1.60881
C 3.03931 -1.05550 -1.17973
O -0.72798 -2.49505 -2.70066
H 1.24874 -2.02565 -1.64009
H -1.30902 -1.61341 4.61387
H 4.75202 0.16885 -0.88368
N 5.48282 3.93927 -2.45137
C -2.88922 -0.02697 1.21076
C 1.10559 0.07310 -2.00626
H 3.38910 -2.05453 -0.88301
N 4.35326 4.57589 -2.52534
N 3.33234 3.76635 -2.13165
C -2.39189 -1.35330 4.59237
H -0.48862 0.72553 -3.16144
C 3.75880 0.13716 -1.16461
O -4.23088 -0.47593 4.11445
H 2.37554 4.00009 -2.11589
C 3.84871 2.53592 -1.78731
C 1.74881 -1.03611 -1.63943
H -2.67411 0.93200 -0.64107
C -3.12822 -1.00261 3.49857
N -2.74460 -0.71132 5.71937
C 1.77715 1.21562 -1.84482
C -2.70988 -1.15611 2.08265
C -2.11049 -2.27385 1.53266
H -1.05122 -3.19207 -0.08815
```

Frontier orbital gap: 0.3206 Eh
Energy above the lowest of the compared OMol25 structures with the same formula, charge and spin: 5.57 kcal per mole
Highest occupied orbital energy: -9.2 eV

List of Löwdin charges in e, atom by atom: -0.053 0.137 0.098 0.070 -0.074 -0.177 0.140 0.704 0.157 -0.240 -0.018 -0.320 -0.165 -0.029 -0.286 0.118 0.134 0.094 0.012 0.001 -0.323 0.124 -0.025 0.066 -0.123 0.159 -0.016 0.065 0.121 -0.294 -0.050 0.127 -0.185 0.088 0.010 -0.134 -0.039 0.125

# 4
ORCA calculation (ωB97M-V with the def2-TZVPD basis set) on the molecule C14H20NO5P.

Structure (XYZ):
```
41
Properties=species:S:1:pos:R:3
C -1.20029 0.65089 -0.28826
H 3.29176 3.36053 1.95787
C -4.59290 -0.77312 -1.12455
C -0.25444 -0.46965 -0.68235
H 0.37566 -2.31972 0.01821
C -0.77937 -1.40632 1.44303
H -0.41112 -0.76801 -1.72396
H 0.54384 -2.47168 2.71529
H 4.03982 -0.12904 -0.41174
C -2.65307 0.49787 -0.49394
H -3.01480 2.49080 0.16063
H -5.03233 -1.69291 -1.48228
O -0.67147 1.70705 0.00317
H 1.49617 1.75406 2.62958
C -4.84277 1.49300 -0.37371
C -3.22366 -0.68643 -0.95560
H -1.12646 -2.40373 3.29460
H -2.60387 -1.54214 -1.17647
C 3.62975 -0.96916 -0.98109
C -0.50123 -2.52318 2.41478
H 4.05766 -1.90049 -0.59425
H 5.01716 -0.75496 -2.60683
H 3.49686 2.48614 0.43233
H -0.68813 -3.48990 1.95459
O 1.81686 1.41291 -1.43071
O 1.70780 0.54807 1.03196
H 3.92375 1.70568 1.96591
H 1.11327 2.52168 1.06568
H 3.48943 0.12278 -2.81368
C -5.40378 0.31328 -0.83606
O -1.40336 -0.40078 1.72374
C 3.22685 2.38645 1.48076
H -5.47434 2.33862 -0.14530
H -6.47300 0.23769 -0.96961
C 1.80637 1.85938 1.58597
N -0.33114 -1.61629 0.18255
H 3.53512 -1.63180 -3.02621
C -3.47554 1.58520 -0.20230
C 3.94155 -0.79854 -2.45830
O 2.22840 -1.06000 -0.75714
P 1.41899 0.33576 -0.52627
```

Frontier orbital gap: 0.3623 Eh
Energy above the lowest of the compared OMol25 structures with the same formula, charge and spin: 0.00 kcal per mole
Highest occupied orbital energy: -9.4 eV
SMILES string: CCOP(=O)(OCC)[C@@H](NC(C)=O)C(=O)c1ccccc1

List of Löwdin charges in e, atom by atom: -0.365 0.077 -0.076 -0.215 0.142 -0.505 0.151 0.091 0.109 -0.152 0.121 0.103 0.062 0.125 -0.070 -0.023 0.087 0.109 -0.280 0.022 0.119 0.076 0.069 0.084 -0.224 -0.191 0.075 0.103 0.064 -0.081 0.097 -0.072 0.104 0.102 -0.265 0.084 0.076 -0.002 -0.073 -0.235 0.577

# 5
ORCA calculation (ωB97M-V with the def2-TZVPD basis set) on a cluster of 8 separate species, C15H33Cl6N3O12 in total.

Structure (XYZ):
```
69
Properties=species:S:1:pos:R:3
C -3.50959 3.61056 2.66686
H 6.52923 -0.57319 -1.45608
H 6.60696 -2.30391 -1.18284
O -2.33594 -2.61135 -2.08059
C -4.38922 3.80627 3.87171
N -1.67583 -2.71637 -1.07105
O -2.95886 1.83502 -0.92364
O -1.83216 -2.09928 -0.04352
C -1.59422 1.19146 0.59971
H 4.72814 -4.93879 1.57417
H -2.21052 3.90747 -2.45172
C 4.47789 -4.10022 0.92844
H 0.21821 -3.24825 -0.39308
O 5.01546 -0.77531 -3.43179
C 0.67407 0.40555 0.57137
H -5.35545 -0.87124 -0.99862
O -4.76102 0.94314 -1.96522
C 0.68819 1.28263 4.64190
Cl 3.56688 -3.00235 2.06233
H 1.55673 -0.78325 -2.17695
H 1.03763 1.62228 3.66806
H 3.40631 -0.31690 1.78922
H -2.08602 2.10283 0.91510
O 0.41623 -0.67859 0.09631
H -0.79105 -4.61319 -0.80548
H 5.08155 -1.47824 -0.81117
O 1.89289 0.82323 0.88574
Cl -0.32810 1.93513 -3.95458
H -1.86397 0.36178 1.25739
H -4.17640 -0.95369 -2.41854
O -1.16323 2.59568 5.24890
H -0.19749 -3.70440 -2.16285
C 3.00221 -0.03356 0.81737
C -0.49714 -3.61064 -1.12448
Cl 1.17419 -1.36316 -4.37162
H 5.35296 -3.56399 0.57850
Cl -6.06101 3.14805 3.62947
C -4.54724 -0.40661 -1.55874
H -2.47726 3.77342 2.98433
H 0.81969 0.20635 4.66494
C 5.94689 -1.48771 -1.46860
H 2.78924 -5.19428 0.27653
N 5.42488 -1.74208 -2.83150
C 3.60671 -4.62880 -0.17838
H -3.41447 4.63883 -3.43130
H 4.07457 -5.40511 -0.78449
H -0.75289 -0.18537 -3.17722
C 1.28175 -0.17968 -3.03971
H -3.71653 4.56055 -1.72027
H -4.49952 4.85067 4.15884
C -0.02168 0.54940 -2.84847
H -3.51732 2.57543 2.32726
N -0.78234 1.51824 4.82736
Cl -3.82939 4.67004 1.30671
O -1.48182 0.52846 4.70519
H -1.82798 0.89586 -0.41899
C -3.82023 1.85371 -1.76062
H -0.11387 0.99420 -1.86446
O -0.17951 1.37017 0.84506
C -3.29228 4.00363 -2.55461
H 2.12414 0.44514 -3.33200
Cl 2.88153 -3.36777 -1.16465
H 3.87550 0.42664 0.34750
H 1.24916 1.75924 5.43891
H -3.98939 3.34112 4.77067
H -3.74937 -0.47829 -0.81097
H 2.83709 -0.97198 0.29337
O -3.90802 2.74112 -2.75666
O 5.37149 -2.88574 -3.22370
```

Frontier orbital gap: 0.3751 Eh
Energy above the lowest of the compared OMol25 structures with the same formula, charge and spin: 57.19 kcal per mole
Highest occupied orbital energy: -10.2 eV
SMILES string: C[N+](=O)[O-].C[N+](=O)[O-].C[N+](=O)[O-].COC(=O)OC.COC(=O)OC.ClCCCl.ClCCCl.ClCCCl

List of Löwdin charges in e, atom by atom: -0.710 0.101 0.093 0.058 -0.625 -0.426 0.022 0.064 -0.030 0.070 0.075 -0.585 0.053 0.066 -0.616 0.101 0.030 0.053 0.578 0.032 0.092 0.052 0.071 0.094 0.103 0.055 0.015 0.568 0.109 0.086 0.054 0.087 -0.103 0.013 0.561 0.052 0.511 -0.022 0.068 0.093 0.028 0.072 -0.460 -0.640 0.095 0.088 0.047 -0.635 0.070 0.068 -0.628 0.057 -0.428 0.602 0.063 0.055 -0.552 0.048 0.017 -0.053 0.065 0.659 0.092 0.096 0.064 0.069 0.014 0.015 0.048

# 6
ORCA calculation (ωB97M-V with the def2-TZVPD basis set) on the molecule C6H11NO3.

Structure (XYZ):
```
21
Properties=species:S:1:pos:R:3
H -1.31478 2.78085 0.65144
H 0.80665 1.63199 1.37243
H 0.56745 -0.87145 2.79051
C 0.37063 0.69024 -1.07835
O 0.97620 1.09862 2.24193
H 1.13671 -0.71052 -2.54862
N -0.71368 -1.35301 0.17957
H 1.19591 -1.96986 -0.37017
H -0.01388 -2.60597 -1.42320
H -1.97041 0.08267 -1.11256
H -0.59089 -0.58383 -2.38555
C 0.24190 -1.74400 -0.81888
C 0.82285 -0.31314 1.87177
H -1.40732 -0.19116 1.74218
O -0.42334 2.43061 0.25855
H 1.83522 -0.75113 1.48384
C 0.34093 -0.57038 -1.84850
O -1.95693 1.00425 -0.75802
C -0.45608 -0.53899 1.13572
C -0.72012 1.28739 -0.55874
H 1.27299 1.19682 -0.82532
```

Frontier orbital gap: 0.3360 Eh
Energy above the lowest of the compared OMol25 structures with the same formula, charge and spin: 96.55 kcal per mole
Highest occupied orbital energy: -8.4 eV
SMILES string: OC/C=N\CCC=C(O)O

List of Löwdin charges in e, atom by atom: 0.177 0.082 0.120 -0.085 -0.118 0.109 -0.003 0.095 0.105 0.134 0.099 -0.211 -0.219 0.169 -0.006 0.147 -0.141 0.124 -0.199 -0.496 0.118

# 7
ORCA calculation (ωB97M-V with the def2-TZVPD basis set) on the molecule C7H13BrSi.

Structure (XYZ):
```
22
Properties=species:S:1:pos:R:3
H 2.02440 -0.70473 -1.98834
H 3.27439 0.59839 0.75041
H -1.36999 1.53692 -0.23690
C 1.14070 -0.14654 -1.81284
H -2.71121 -2.70275 0.29845
C -2.00673 -2.30315 1.10139
H -2.45680 -1.97072 2.05084
H -0.45566 2.48190 0.83494
H 0.54989 -1.30422 1.83834
H -0.13576 2.86588 -0.71116
C -1.45662 -0.46649 -0.72159
H 1.07823 0.70343 -2.65139
C 2.48610 1.29747 0.56572
H 0.28668 -0.81937 -1.96407
Br -3.33216 -0.35531 -1.22757
Si 0.85586 0.57923 -0.10692
C -1.22562 -1.12014 0.55387
H 2.17099 1.80101 1.43056
H -1.29523 -3.16703 1.36901
C -0.40373 1.98726 -0.12373
H 2.89982 2.01699 -0.13531
C 0.08246 -0.80804 0.88629
```

Frontier orbital gap (alpha / beta): 0.2630 / 0.2630 Eh
Energy above the lowest of the compared OMol25 structures with the same formula, charge and spin: 50.58 kcal per mole
Highest occupied orbital energy (alpha / beta): -8.4 / -8.4 eV

List of Löwdin charges in e, atom by atom: 0.000 0.017 -0.026 -0.196 0.068 -0.097 0.080 0.029 0.117 0.044 -0.487 0.091 -0.173 -0.009 0.635 0.491 -0.491 -0.003 0.099 -0.166 0.033 -0.053

For the records above, the corresponding calculated total energy values read -163981.55941 -10280.14786 -42700.37613 -35861.64276 -120255.15138 -14030.09181 -85386.00413 eV.
For the records above, the corresponding maximum force values read 3.61 4.73 5.57 1.28 4.05 4.76 2.74 eV Å⁻¹.